Formula: C27H22CuN4OPS2SbSe4
Source: the Open Molecules 2025 dataset
Level of theory: ωB97M-V/def2-TZVPD

The geometry in XYZ format:
```
63
Properties=species:S:1:pos:R:3
Cu -1.81940 0.17350 -0.19988
Se -3.73966 4.93697 -1.15280
Sb -4.21826 2.54703 -1.21557
Se -3.44335 1.72837 1.18439
Se -2.09603 1.39133 -2.22774
Se -5.46827 1.21854 1.97254
O 1.18852 -0.23797 -2.88194
N 1.48089 -0.12695 -1.56613
C 2.32239 -0.95290 -1.11607
C 2.68620 -0.86372 0.30770
C 3.82018 -1.56028 0.72453
C 4.28205 -1.46769 2.02344
C 3.61033 -0.65924 2.92479
C 2.46043 0.01418 2.54058
C 1.94877 -0.07497 1.24280
P 0.35779 0.75850 0.73560
C -0.24605 1.18630 2.44555
C -0.33510 2.45405 3.00914
C -0.91352 2.62974 4.26235
C -1.41638 1.54564 4.96350
C -1.32168 0.26912 4.41870
C -0.73987 0.09870 3.17489
C 0.94332 2.40207 0.15997
C 2.29102 2.67964 -0.06882
C 2.67906 3.91312 -0.57601
C 1.72618 4.88348 -0.86094
C 0.38425 4.62730 -0.61985
C -0.00010 3.39238 -0.11149
H 0.41704 0.34177 -2.98236
H 2.79494 -1.68782 -1.76982
H 4.34940 -2.17422 0.00275
H 5.16606 -2.01524 2.32970
H 3.98574 -0.54878 3.93577
H 1.95878 0.62870 3.26985
H 0.03106 3.31572 2.46625
H -0.99954 3.62857 4.67681
H -1.90247 1.69589 5.92046
H -1.72894 -0.58779 4.94184
H -0.68272 -0.89613 2.74648
H 3.04657 1.93342 0.14766
H 3.73021 4.11065 -0.75891
H 2.03221 5.83678 -1.28062
H -0.38719 5.35593 -0.83901
H -1.05271 3.20590 0.05777
N 0.04409 -2.98583 0.10433
C -0.47784 -3.15166 -1.14143
N -0.81923 -2.20803 -1.93821
C -1.21972 -2.70348 -3.16775
C -1.65306 -1.93900 -4.24704
C -2.00827 -2.57982 -5.42447
C -1.93620 -3.96817 -5.54713
C -1.51893 -4.74635 -4.47711
C -1.16762 -4.10468 -3.29787
S -0.60929 -4.80392 -1.80360
H -0.16598 -2.07302 0.48929
H -0.13227 -3.73373 0.75565
H -1.72417 -0.86273 -4.13712
H -2.34347 -1.98723 -6.26783
H -2.22211 -4.44288 -6.47930
H -1.46324 -5.82569 -4.55750
S -2.62187 -3.44287 2.54151
C -2.59349 -2.18213 1.50446
N -2.54949 -1.30840 0.73328
```

ΔE to the lowest compared entry with this formula, charge and spin = 0.0 kcal/mol
highest occupied orbital energy (alpha / beta) = -1.466 / -1.427 eV
⟨S²⟩ = 0.7568
multiplicity = 2
net charge = -2

=====

Formula: C27H23AsN4O8RhS2
Source: the Open Molecules 2025 dataset
Level of theory: ωB97M-V/def2-TZVPD

The geometry in XYZ format:
```
66
Properties=species:S:1:pos:R:3
Rh 0.43370 0.07740 -0.49857
O 0.78220 -0.17560 -2.51797
C 1.84550 0.16340 -3.16097
C 1.80690 0.10890 -4.57547
C 2.89680 0.43550 -5.34377
C 4.09220 0.83110 -4.73887
C 4.17350 0.88820 -3.37097
C 3.08050 0.56620 -2.54047
C 3.26460 0.63090 -1.13947
N 2.40930 0.26100 -0.20987
N 2.79610 0.29260 1.06333
C 1.81680 0.25400 1.93983
O 0.57780 0.31780 1.58823
C 2.13120 0.21460 3.36533
C 1.08780 0.04340 4.28003
C 1.33050 0.07500 5.63643
C 2.62180 0.27440 6.10563
C 3.66860 0.41480 5.20333
C 3.43260 0.38630 3.84403
H 0.87680 -0.20960 -5.02607
H 2.82960 0.38320 -6.42257
H 4.94480 1.09550 -5.34767
H 5.10600 1.16940 -2.89997
H 4.21850 1.01180 -0.78107
H 0.09330 -0.12700 3.89763
H 0.50970 -0.05540 6.32983
H 2.80990 0.32500 7.16923
H 4.67760 0.55320 5.56973
H 4.23580 0.50020 3.13343
O -1.42090 4.19550 -1.69987
As -0.67940 2.54710 -2.14817
O -2.22460 1.64640 -1.24167
O 0.39000 2.46440 -0.93417
C -1.75570 -0.20980 -3.24377
C -1.92370 0.40250 -4.45587
C -1.96170 -0.41120 -5.58587
C -1.80540 -1.78160 -5.46227
C -1.65290 -2.36380 -4.21347
C -1.64530 -1.55080 -3.09097
S -1.70080 -2.36430 -1.47287
O -2.94540 -1.84770 -0.91297
O -1.71360 -3.78780 -1.73107
O -0.52570 -1.97750 -0.66577
H -2.23260 4.33420 -2.18917
H -2.01540 1.47670 -4.54247
H -2.10140 0.04170 -6.55857
H -1.81610 -2.39910 -6.34907
H -1.55210 -3.42820 -4.07117
N -1.47390 2.74510 1.21873
C -1.83580 1.43100 1.25523
S -1.94720 0.50540 -0.21327
N -2.09310 0.93430 2.48803
C -2.48820 -0.30900 2.94873
C -2.64030 -0.43500 4.33713
C -3.01160 -1.63800 4.89533
C -3.23340 -2.74070 4.08573
C -3.08790 -2.61740 2.71313
C -2.72920 -1.41480 2.13423
H -1.07290 3.04190 0.32883
H -0.89650 3.05560 1.99063
H -1.83650 1.57150 3.23633
H -2.44840 0.42170 4.97183
H -3.10830 -1.71940 5.96783
H -3.50150 -3.68790 4.52713
H -3.23160 -3.46980 2.06883
H -2.63120 -1.36730 1.06243
```

highest occupied orbital energy (alpha / beta) = -3.403 / -3.410 eV
net charge = -1

=====

Formula: C27H23BrClNNiO8S
Source: the Open Molecules 2025 dataset
Level of theory: ωB97M-V/def2-TZVPD

The geometry in XYZ format:
```
63
Properties=species:S:1:pos:R:3
Ni 0.68468 0.29411 0.33543
C 0.00486 -2.43630 -2.02081
C 1.07984 -2.83859 -1.05245
C 1.40251 -4.20742 -0.90061
C 2.36392 -4.57878 -0.01667
C 3.04530 -3.59347 0.72830
C 4.06176 -3.92454 1.65529
C 4.73903 -2.91839 2.28808
C 4.41249 -1.57024 2.04945
C 3.37897 -1.19399 1.20020
S 2.96973 0.46512 0.91307
C 2.68198 -2.24070 0.50175
N 1.69537 -1.89334 -0.38080
H -0.33707 -3.29474 -2.59791
H 0.37374 -1.66696 -2.70186
H -0.84089 -2.02426 -1.46493
H 0.85581 -4.94518 -1.47434
H 2.60874 -5.62766 0.14087
H 4.27294 -4.97131 1.85427
H 5.53652 -3.16035 2.98533
H 4.95668 -0.77585 2.55017
C -3.44239 2.91490 -4.82970
C -2.25301 2.97478 -3.89770
C -1.22297 2.04944 -3.98774
C -0.13681 2.07529 -3.11396
C 0.92097 1.00747 -3.24435
C -0.06666 3.07711 -2.13173
C -1.09025 4.02864 -2.04132
C -1.08043 5.12309 -1.00170
C -2.16988 3.95135 -2.91799
C 1.14255 3.15449 -1.19213
O 1.87595 4.14081 -1.33460
O 1.33551 2.20161 -0.35660
H -3.35759 2.07124 -5.51767
H -3.53079 3.83043 -5.42282
H -4.37311 2.79613 -4.26633
H -1.27083 1.27524 -4.75186
H 0.82311 0.48170 -4.19616
H 0.82285 0.28093 -2.45802
H 1.92779 1.41785 -3.15982
H -0.23480 5.02763 -0.33055
H -1.98979 5.07340 -0.39691
H -1.03530 6.10638 -1.48018
H -2.97665 4.67797 -2.82852
O -0.43775 3.48178 1.76915
Cl -0.96739 2.14941 1.81903
O -2.17759 2.14429 2.61520
O 0.02298 1.22981 2.38287
O -1.27398 1.64790 0.48002
Br -0.47242 -4.25694 2.78213
C -1.17636 -2.68768 3.59213
C -1.11348 -2.59567 4.97539
C -1.66714 -1.48890 5.60337
C -2.30819 -0.51953 4.84436
C -2.36416 -0.63627 3.46381
C -1.76309 -1.70435 2.80519
C -1.70595 -1.72066 1.27822
O -2.63874 -2.24783 0.67426
O -0.69448 -1.14315 0.75226
H -0.62220 -3.37413 5.54530
H -1.59883 -1.39048 6.68113
H -2.75236 0.34678 5.32183
H -2.85323 0.13061 2.88087
```

highest occupied orbital energy (alpha / beta) = -1.975 / -1.925 eV
⟨S²⟩ = 2.0048
multiplicity = 3
net charge = -2

=====

Formula: C27H23Cl2PRhS
Source: the Open Molecules 2025 dataset
Level of theory: ωB97M-V/def2-TZVPD

The geometry in XYZ format:
```
55
Properties=species:S:1:pos:R:3
Rh 0.96833 0.92593 0.38048
Cl 3.15502 1.75355 1.00663
C 3.98008 1.81493 -0.54618
C 5.33146 2.10507 -0.52317
C 6.00819 2.17279 -1.72780
C 5.32818 1.94951 -2.91699
C 3.97707 1.65778 -2.90184
Cl 3.15705 1.39402 -4.39940
C 3.25152 1.57850 -1.70497
S 1.52871 1.22086 -1.75294
H 5.83590 2.27515 0.41762
H 7.06500 2.39812 -1.74268
H 5.84339 2.00047 -3.86586
C -1.91140 0.47531 -2.75167
C -2.87017 0.86062 -1.65980
C -4.10867 1.39662 -1.99541
C -5.04180 1.72786 -1.02495
C -4.75853 1.52531 0.31779
C -3.53195 0.99838 0.68016
C -2.58854 0.67210 -0.29824
P -1.01745 -0.01409 0.21472
C -0.80775 0.16838 2.00499
C -0.55289 1.50926 2.36808
C -0.11911 1.82860 3.65477
C 0.04973 0.81549 4.57428
C -0.23645 -0.50439 4.22782
C -0.66165 -0.86331 2.95868
C -0.98941 -2.30245 2.66915
C -0.73319 -1.65773 -0.38622
C -1.69587 -2.53478 -0.87107
C -1.29192 -3.77572 -1.33406
C 0.05683 -4.11431 -1.30711
C 1.00981 -3.22955 -0.82118
C 0.62260 -1.97988 -0.35325
C 1.59960 -1.00857 0.24841
H -2.03690 1.12606 -3.61560
H -2.09024 -0.55089 -3.07991
H -0.86836 0.54163 -2.44353
H -4.34105 1.55822 -3.04066
H -5.99553 2.14586 -1.31874
H -5.48661 1.77664 1.07661
H -3.30669 0.83599 1.72620
H -0.79687 2.31382 1.67749
H 0.05572 2.86106 3.92466
H 0.38145 1.04162 5.57885
H -0.13476 -1.27731 4.97962
H -1.05433 -2.86181 3.60030
H -0.23719 -2.78203 2.04185
H -1.94588 -2.39340 2.15289
H -2.74044 -2.24670 -0.89345
H -2.01982 -4.47397 -1.72372
H 0.37193 -5.08000 -1.68018
H 2.05617 -3.50892 -0.81390
H 2.54727 -1.01564 -0.28830
H 1.79036 -1.25006 1.30074
```

highest occupied orbital energy = -10.768 eV
net charge = +1

=====

Formula: C27H23ClN6O7PdS2
Source: the Open Molecules 2025 dataset
Level of theory: ωB97M-V/def2-TZVPD

The geometry in XYZ format:
```
67
Properties=species:S:1:pos:R:3
Pd -0.48334 0.12607 0.86955
S -1.63901 2.25419 -3.03530
C -2.05235 1.39760 -4.45753
C -1.01603 0.59722 -4.81708
N 0.08812 0.64636 -4.00458
C -0.10664 1.47001 -3.01915
H -3.00922 1.50620 -4.93970
H -1.01091 -0.06066 -5.67457
H 0.59723 1.69880 -2.22421
N -1.64754 -4.47180 2.06061
C -2.07223 -4.20861 0.78334
O -2.34359 -5.11839 0.01069
C -2.18530 -2.77885 0.41303
C -2.13179 -2.40386 -0.95857
C -2.13977 -1.08361 -1.27450
C -2.25197 -0.09710 -0.23652
N -2.44949 -0.45961 1.08111
C -2.31548 -1.78950 1.35512
H -1.45224 -5.43725 2.26622
H -1.11536 -3.78194 2.56537
H -2.05687 -3.17741 -1.71100
H -2.06362 -0.75128 -2.30327
H -2.60164 0.89542 -0.49970
H -2.38784 -2.03637 2.40969
O 1.46169 -4.92668 8.72868
S 1.96819 -6.19604 8.25044
O 1.09131 -7.32988 8.48645
O 3.37268 -6.44347 8.53698
C 1.97225 -6.04688 6.42927
N 2.29287 -7.15819 5.75962
C 2.30882 -7.06372 4.44072
C 2.02484 -5.88831 3.76443
C 1.71907 -4.78704 4.55124
N 1.68445 -4.87168 5.88124
C 1.38640 -3.46942 3.94548
C 1.87270 -3.09491 2.69702
C 1.50105 -1.87292 2.16058
N 0.66703 -1.03357 2.77648
C 0.21932 -1.38467 3.98110
C 0.55479 -2.57466 4.61083
H 2.55531 -7.96938 3.89311
H 2.02157 -5.84523 2.68439
H 2.55105 -3.73300 2.14569
H 1.87706 -1.53498 1.20137
H -0.44328 -0.67624 4.46666
H 0.18800 -2.81422 5.59999
C 4.86412 -1.10530 3.04433
C 3.87109 -0.07424 3.49547
C 3.31028 -0.11542 4.76142
C 2.37912 0.83789 5.14548
Cl 1.66630 0.74685 6.73664
C 1.98785 1.83413 4.27655
C 2.53644 1.88506 3.00214
C 3.47440 0.93862 2.61165
O 4.05349 0.90044 1.38346
C 3.59639 1.83230 0.41779
C 2.12499 1.67096 -0.01054
O 1.57212 0.59746 0.33794
O 1.66889 2.60606 -0.68515
H 4.99944 -1.86906 3.80963
H 5.83193 -0.64957 2.82387
H 4.52579 -1.58430 2.12398
H 3.58274 -0.90671 5.44898
H 1.23798 2.55353 4.57605
H 2.18601 2.63936 2.31268
H 4.22418 1.67708 -0.45928
H 3.74636 2.85844 0.76407
```

ΔE to the lowest compared entry with this formula, charge and spin = 3.2 kcal/mol
highest occupied orbital energy = -2.665 eV
net charge = -2

=====

Formula: C27H23F3NO19P2
Source: the Open Molecules 2025 dataset
Level of theory: ωB97M-V/def2-TZVPD

The geometry in XYZ format:
```
75
Properties=species:S:1:pos:R:3
O 1.85045 -2.54594 -0.49794
P 3.08152 -2.55479 0.34361
O 4.43131 -2.45691 -0.53052
O 3.32412 -3.99736 1.03500
P 3.23717 -1.05438 1.91899
N 4.18626 -0.05000 1.01014
C 4.48613 1.21838 1.61576
C 5.19092 1.20616 2.99445
C 6.60114 0.69214 2.96446
F 7.39369 1.33259 2.07178
F 7.21757 0.87252 4.18418
F 6.71229 -0.62248 2.71085
H 4.41343 -1.62595 -1.02607
H 3.27027 -4.66901 0.34185
H 1.85249 -0.68617 1.66834
H 3.59758 1.87250 1.74519
H 5.15119 1.77267 0.93599
H 4.64806 0.61946 3.74218
H 5.25389 2.23629 3.36793
C 0.01813 -1.21596 -2.61158
C -0.27104 -2.01216 -3.65145
C -1.36259 -1.69788 -4.64748
O -1.53508 -2.48836 -5.56050
C -2.14467 -0.48805 -4.47130
C -1.85643 0.30624 -3.43608
C -0.75496 -0.00259 -2.44561
O -0.60743 0.82041 -1.55952
O -2.51009 1.43617 -3.16086
O 0.36626 -3.15003 -3.91573
H 0.79582 -1.45046 -1.88880
H -2.93722 -0.27534 -5.17491
H -2.08809 1.78048 -2.34261
H -0.05058 -3.50719 -4.72172
C 7.71712 -1.99201 5.62866
C 8.83178 -2.66242 5.94406
C 8.82805 -3.85865 6.86708
O 9.90422 -4.39699 7.07544
C 7.57475 -4.29444 7.44391
C 6.45594 -3.62423 7.13304
C 6.45996 -2.42616 6.20476
O 5.38293 -1.89558 6.01512
O 5.25210 -3.92520 7.59571
O 10.04221 -2.35470 5.48411
H 7.70027 -1.14179 4.96273
H 7.58211 -5.14870 8.10595
H 4.64579 -3.27732 7.17806
H 10.64564 -3.01730 5.87193
C -5.53480 0.07222 -2.59263
C -5.97011 -1.02540 -3.22544
C -7.23797 -1.74344 -2.82504
O -7.54523 -2.72554 -3.47721
C -8.00379 -1.22946 -1.70655
C -7.56886 -0.13048 -1.07524
C -6.30653 0.59613 -1.49065
O -6.02885 1.60050 -0.85646
O -8.18829 0.43003 -0.04501
O -5.33208 -1.57794 -4.24914
H -4.63105 0.59247 -2.87905
H -8.90424 -1.75258 -1.41749
H -7.64276 1.20489 0.19945
H -5.84766 -2.36636 -4.50580
C -7.02744 4.23080 -3.33852
C -7.32275 5.44200 -2.84909
C -6.25718 6.46144 -2.50237
O -6.65677 7.53380 -2.08003
C -4.86786 6.11025 -2.68354
C -4.56801 4.89486 -3.16764
C -5.63563 3.88751 -3.53996
O -5.22943 2.83158 -3.98358
O -3.33661 4.45587 -3.36526
O -8.55715 5.87243 -2.62280
H -7.78171 3.49882 -3.59093
H -4.11353 6.83627 -2.41588
H -3.41621 3.53937 -3.70829
H -8.45775 6.78127 -2.27412
```

highest occupied orbital energy = -3.283 eV
net charge = -1